[1]
The following is a DFT calculation (wB97M-V/def2-TZVPD) of a molecular structure, C37H32NOPRhS at a distorted geometry.

```
74
Properties=species:S:1:pos:R:3
Rh -0.1407 0.1624 0.0251
C -0.9102 -1.9900 4.6196
C -0.3899 -2.7633 3.5925
C -0.7589 -2.5118 2.2839
C -1.6636 -1.4838 1.9999
C -2.1807 -0.7058 3.0348
C -1.8028 -0.9646 4.3395
P -2.1207 -1.2128 0.2594
C -3.5525 -2.3134 -0.0181
C -4.0385 -3.1246 1.0020
C -5.2228 -3.8149 0.8166
C -5.9119 -3.7119 -0.3820
C -5.4183 -2.9136 -1.4033
C -4.2356 -2.2199 -1.2281
C -2.8589 0.4379 0.2168
C -4.1582 0.8903 0.0465
C -4.3671 2.2605 0.0035
C -3.2989 3.1413 0.1062
C -1.9955 2.6811 0.2499
C -1.7644 1.3166 0.2834
H -0.6178 -2.1842 5.6403
H 0.3015 -3.5641 3.8141
H -0.3613 -3.1107 1.4733
H -2.8799 0.0887 2.8172
H -2.2081 -0.3694 5.1433
H -3.5130 -3.1974 1.9437
H -5.6145 -4.4260 1.6168
H -6.8364 -4.2511 -0.5175
H -5.9626 -2.8272 -2.3319
H -3.8488 -1.5903 -2.0184
H -4.9849 0.2007 -0.0503
H -5.3693 2.6470 -0.1177
H -3.4822 4.2054 0.0681
H -1.1797 3.3845 0.3279
C 1.6867 2.1205 3.3776
C 2.5280 3.0112 2.7105
C 2.4877 3.1388 1.3460
C 1.6156 2.3497 0.5596
C 0.7616 1.4496 1.2747
C 0.7772 1.3611 2.6468
C 1.6427 2.3423 -0.8687
C 2.5508 3.0539 -1.6743
C 2.6631 2.8046 -3.0140
C 1.7950 1.8523 -3.6383
C 1.8302 1.4987 -4.9802
C 0.9121 0.5924 -5.5155
C -0.0614 0.0189 -4.7117
C -0.1132 0.3358 -3.3682
C 0.8156 1.2338 -2.8035
N 0.7656 1.4709 -1.4936
H 1.7422 2.0205 4.4488
H 3.2309 3.6042 3.2750
H 3.1543 3.8349 0.8621
H 0.1193 0.6832 3.1770
H 3.1856 3.7903 -1.2096
H 3.3963 3.3202 -3.6144
H 2.5827 1.9274 -5.6231
H 0.9510 0.3483 -6.5650
H -0.7679 -0.6805 -5.1319
H -0.8557 -0.1036 -2.7007
O 1.8714 -0.9194 -0.1374
S 3.0581 -0.4991 -0.9623
C 4.2619 0.2759 0.1989
C 5.6050 -0.3247 -0.1616
C 5.3522 -1.8260 -0.2346
C 4.1032 -2.0174 -1.0853
H 3.9529 -0.0003 1.2073
H 4.2267 1.3532 0.0763
H 6.3636 -0.0865 0.5821
H 5.9524 0.0574 -1.1221
H 5.1758 -2.2052 0.7743
H 6.1990 -2.3651 -0.6591
H 3.4896 -2.8511 -0.7556
H 4.3398 -2.1377 -2.1402
```

The electronic energy comes out at -65551.9615 eV. For the HOMO energy (spin up / spin down), the calculation gives -10.386 / -10.387 eV. As for the total charge: +1. The maximum force comes out at 4.26 eV Å⁻¹.

Löwdin atomic charge list, values in e, 6 entries: Rh 0.889; C -0.065; C -0.068; C -0.101; C -0.409; C -0.087

***

[2]
The following is a DFT calculation (wB97M-V/def2-TZVPD) of a molecular structure, C4H7N3 at a distorted geometry.

```
14
Properties=species:S:1:pos:R:3
C -1.3567 0.7632 -0.6841
C -1.0525 -1.0195 0.8721
N -0.5669 0.1543 0.4003
C 1.1866 -0.0627 -0.3835
N 1.2567 -1.2797 -0.6960
C 2.2392 0.9018 -0.4766
N 3.0728 1.7112 -0.5033
H -0.8735 1.6083 -1.1972
H -2.2824 1.0709 -0.2025
H -1.5820 -0.0362 -1.3877
H -1.0464 -1.7912 0.1076
H -0.7392 -1.3048 1.8734
H -0.3603 0.8375 1.1194
H 2.1601 -1.5549 -1.0887
```

The electronic energy comes out at -8727.0054 eV. For the HOMO energy (spin up / spin down), the calculation gives -7.297 / -7.300 eV. The maximum force comes out at 1.05 eV Å⁻¹.

Löwdin atomic charge list, values in e, 6 entries: C -0.059; C -0.094; N -0.226; C -0.263; N 0.133; C -0.211

***

[3]
The following is a DFT calculation (wB97M-V/def2-TZVPD) of a single C10H10N2 molecule at a distorted geometry.

```
22
Properties=species:S:1:pos:R:3
C -1.1672 -0.2955 -1.9741
N -1.0781 1.0056 -1.1312
C -1.6477 2.2072 -1.4097
C -1.3493 2.9773 -0.3461
N -0.5671 2.2449 0.5454
C -0.3041 1.0167 0.0336
C 0.4199 -0.0385 0.6170
C 1.6148 -0.3700 0.0943
C 2.3771 -1.4933 0.5781
C 1.8580 -2.1626 1.6743
C 0.6118 -1.8370 2.1774
C -0.1042 -0.7174 1.7102
H -0.0644 -0.6962 -2.0101
H -1.5036 0.0966 -2.8574
H -1.8301 -0.7469 -1.5775
H -2.1680 2.1198 -2.3805
H -1.7014 4.0588 0.0163
H 2.0304 0.1089 -0.9511
H 3.1869 -1.8272 0.0743
H 2.4138 -2.9101 1.9439
H 0.1006 -2.2809 3.1546
H -1.1283 -0.4603 2.0183
```

As for the SMILES: Cn1ccnc1-c1ccccc1. The electronic energy comes out at -13508.9093 eV. For the HOMO energy, the calculation gives -8.522 eV. The maximum force comes out at 13.42 eV Å⁻¹.

Löwdin atomic charge list, values in e, 6 entries: C 0.084; N -0.079; C -0.114; C -0.171; N 0.083; C -0.286

***

[4]
The following is a DFT calculation (wB97M-V/def2-TZVPD) of 3 unconnected molecules or ions with the total composition C2H12N3O2 at a distorted geometry.

```
19
Properties=species:S:1:pos:R:3
C 0.2715 -1.7019 0.8999
N -0.5345 -1.0384 -0.1733
C 0.0055 -0.4287 -1.2078
N -0.7277 -0.2559 -2.3042
N 1.3157 -0.0913 -1.1633
H 0.3688 -2.7293 0.5726
H -0.2236 -1.4995 1.8461
H 1.2414 -1.2269 1.0191
H -1.5165 -1.0317 0.0676
H -1.6427 -0.6510 -2.3841
H -0.4253 0.3321 -3.0681
H 1.5936 0.3766 -2.0178
H 1.5580 0.4572 -0.3439
H -1.0755 2.1036 0.6569
H -2.1064 1.8295 1.7755
O -1.7262 1.4492 0.9582
H 0.5505 0.9508 1.6248
H 1.8562 1.6111 1.9716
O 1.2171 1.5445 1.2703
```

The electronic energy comes out at -10828.7476 eV. For the HOMO energy, the calculation gives -14.576 eV. As for the total charge: +1. The maximum force comes out at 1.86 eV Å⁻¹.

Löwdin atomic charge list, values in e, 6 entries: C -0.008; N 0.045; C -0.456; N 0.223; N 0.199; H 0.100